42
Properties=species:S:1:pos:R:3 method="wB97M-V/def2-TZVPD" total_charge=-2 e_above_lowest_kj_mol=30.80 gap_ev=4.257 homo_energy_ev=-0.35
Cs 1.321 -1.903 2.012
C 1.205 1.736 -4.299
C -0.058 2.118 -3.861
C -0.556 1.632 -2.659
C 0.194 0.758 -1.871
C 1.456 0.381 -2.325
C 1.960 0.864 -3.528
P -0.441 0.006 -0.288
C -1.468 1.452 0.283
C -2.823 1.352 0.596
C -3.514 2.423 1.160
C -2.858 3.615 1.425
C -1.501 3.725 1.136
C -0.818 2.653 0.583
C -1.519 -1.273 -0.996
C -2.794 -1.230 -1.566
C -3.277 -2.362 -2.211
C -2.464 -3.491 -2.310
C -1.178 -3.485 -1.773
C -0.644 -2.383 -1.070
H 1.596 2.116 -5.236
H -0.659 2.793 -4.460
H -1.543 1.934 -2.327
H 2.035 -0.318 -1.733
H 2.944 0.558 -3.863
H -3.341 0.419 0.416
H -4.567 2.321 1.398
H -3.393 4.448 1.865
H -0.973 4.644 1.363
H 0.244 2.743 0.378
H -3.406 -0.334 -1.531
H -4.270 -2.365 -2.644
H -2.846 -4.376 -2.814
H -0.579 -4.386 -1.904
O 7.372 -2.066 6.818
C 6.344 -2.065 6.152
S 5.269 -0.689 5.989
C 3.976 -1.450 5.036
C 4.153 -2.766 4.763
S 3.118 -3.865 3.887
S 5.645 -3.488 5.404
S 2.655 -0.395 4.605